{"formula": "C2H6N4OS", "method": "ωB97M-V/def2-TZVPD", "relative_energy_kj_mol": 672.0, "smiles": "[H]/N=C(/NN)NOC=S", "homo_ha": -0.3371, "orbital_gap_ev": 9.0, "species": ["H", "N", "C", "N", "N", "N", "O", "C", "S", "H", "H", "H", "H", "H"], "coordinates": [[0.80138, 2.19775, 0.15180], [-0.17336, 2.07477, -0.04046], [-0.42990, 0.75752, -0.09815], [-1.69162, 0.24264, -0.53849], [-2.40481, -0.85650, -0.08824], [0.40031, -0.33175, 0.27393], [1.61463, 0.21501, 0.45582], [2.61017, -0.42547, -0.32793], [4.15263, 0.07263, -0.13838], [-2.32142, 1.00566, -0.48167], [-1.93561, -1.98687, -0.26578], [-2.86258, -0.78028, 1.07987], [0.14833, -0.84224, 1.10319], [2.09184, -1.34287, -1.08552]]}